Entry 1:
# C27H19HfN2O10S7

A structure of composition C27H19HfN2O10S7 (wB97M-V/def2-TZVPD, the OMol25 dataset).

Geometry as XYZ:
```
66
Properties=species:S:1:pos:R:3:forces:R:3:nbo_charge:R:1
Hf -4.394336 -15.871185 9.720146 0.488 1.546 0.136 2.49
S -5.436348 -13.058486 10.126880 1.673 -0.522 0.179 -0.29
S -7.090429 -19.714992 6.968044 0.937 0.255 0.281 -0.19
S -6.968855 -12.330418 6.936192 -0.068 0.083 0.385 0.28
S -8.144304 -12.744756 11.096410 -0.602 -0.485 0.144 0.51
S -11.021564 -13.415586 10.974465 -0.446 0.080 0.173 -0.15
S -3.228043 -18.669594 8.053198 -1.241 0.079 -0.682 2.28
S -9.467305 -12.794651 8.496856 -0.294 0.123 1.224 0.47
O -6.646166 -21.468560 13.031103 -0.033 0.405 -0.195 -0.50
O -3.865190 -14.537117 5.706042 0.636 -0.465 1.303 -0.57
O -2.107329 -18.786134 7.172620 0.539 0.438 0.253 -0.91
O -3.132249 -15.097887 11.263851 0.737 0.035 0.025 -0.82
O -4.932505 -17.293757 11.147250 -0.892 -1.874 0.057 -0.83
O -6.456259 -16.046944 9.384785 -3.077 -2.294 0.662 -0.73
O -4.561133 -15.358452 7.707585 0.236 -0.155 -0.879 -0.83
O -1.126995 -14.248597 11.999685 -1.156 -0.563 -0.756 -0.60
O -3.074860 -17.585974 9.110655 -0.638 -0.913 -1.159 -1.00
O 1.272001 -14.499331 7.285397 0.097 0.422 -0.193 -0.67
N -4.617108 -18.547535 7.211884 -0.571 -0.024 1.008 -0.81
N -2.472346 -14.895048 8.877750 0.399 0.220 -0.425 -0.54
C -5.420890 -21.772346 8.933887 1.262 0.415 -0.187 -0.20
C -4.879717 -20.569302 8.428690 0.435 -0.502 0.841 -0.07
C -1.447528 -14.647305 9.678967 0.409 0.416 0.348 0.15
C -3.656965 -14.896567 6.854957 -1.815 -0.195 -0.468 0.77
C -8.773969 -16.798156 9.150434 -0.057 0.347 -0.367 -0.72
C -9.617628 -12.976350 10.242484 -0.162 -0.074 -0.666 -0.58
C -5.515948 -19.530451 7.515948 0.864 0.263 0.107 0.09
C -7.150737 -17.965988 10.639218 -0.462 -2.073 1.370 -0.35
C 0.025142 -14.440344 7.843773 0.546 -0.558 -0.009 0.35
C -2.713037 -20.993768 9.592986 -0.261 0.654 -1.007 -0.19
C -7.395732 -16.908274 9.737135 1.814 1.805 -0.554 0.64
C -1.073422 -14.567686 6.967866 -1.065 -0.327 0.829 -0.26
C -3.203862 -22.229151 9.967263 0.401 -0.120 0.009 -0.23
C -7.065600 -12.814718 9.761847 -2.404 0.460 -4.198 -0.40
C -4.519205 -22.585111 9.664630 -1.002 -0.397 0.333 -0.15
C -5.961635 -10.901162 7.482061 -0.604 -0.845 0.280 -0.72
C -8.044875 -19.888509 12.012911 0.160 0.289 -1.751 -0.31
C -3.564374 -20.220704 8.796833 -0.566 -0.217 0.720 -0.33
C -0.149589 -14.372753 9.232787 -1.041 -0.301 -0.114 -0.29
C -7.763269 -12.639232 8.472066 2.873 -0.665 3.021 -0.50
C -6.695631 -20.276122 12.355000 -1.163 -0.127 -0.003 0.38
C -8.223051 -18.865664 11.058348 0.703 -0.408 1.583 -0.09
C -5.893705 -18.225725 11.255953 0.909 1.080 0.011 0.57
C -2.349233 -14.797459 7.557068 2.668 0.710 -0.529 0.15
C -5.665606 -19.442513 12.017438 0.553 1.309 -0.545 -0.42
C -5.448405 -22.194823 13.302590 0.225 0.767 -0.873 -0.24
C -1.899809 -14.646614 11.133621 0.401 0.010 0.620 0.77
H -2.496993 -22.923462 10.443091 -0.691 0.194 0.037 0.22
H -9.228280 -18.645744 10.727957 0.010 -0.167 -0.037 0.22
H -8.865485 -20.562907 12.342988 0.646 0.769 -0.378 0.23
H -0.954694 -14.575737 5.881502 -0.027 0.068 0.472 0.26
H -9.532462 -16.559458 9.935140 0.597 -0.246 -0.513 0.25
H -5.141295 -22.827407 12.463185 -0.217 0.243 -0.086 0.18
H -6.457284 -22.035777 8.682123 0.577 0.006 0.269 0.26
H -4.624899 -21.544581 13.556022 0.281 0.335 0.056 0.18
H -8.786201 -15.981442 8.409334 0.001 -0.482 0.235 0.26
H -4.857928 -23.536087 10.105483 -0.031 0.394 -0.546 0.20
H -5.653550 -10.384285 6.593781 0.279 0.314 -0.326 0.22
H 2.032765 -14.413754 7.894577 -1.070 -0.007 -0.045 0.49
H -6.578996 -10.281907 8.134453 0.143 0.065 -0.177 0.22
H -8.998995 -17.788105 8.677167 0.011 0.948 0.256 0.26
H -4.644787 -19.587494 12.339497 0.057 -0.162 0.005 0.24
H -1.689132 -20.665385 9.798371 -0.442 -0.144 -0.006 0.23
H 0.660521 -14.183280 9.944759 -0.390 -0.131 -0.306 0.25
H -5.143507 -11.340253 8.040125 0.302 0.360 0.040 0.24
H -5.640009 -22.820291 14.139884 -0.381 -0.465 0.710 0.19
```
Forces are in eV/Å.

Computed properties:
* LUMO energy: 1.44 eV
* energy above the lowest of the compared OMol25 structures with the same formula, charge and spin: 0.000 eV
* charge: -1
* gap between HOMO and LUMO: 5.93 eV
* E: -4737.8552 hartree

***

Entry 2:
# C27H20Br2F3NO2S

A cluster of 3 separate species, C27H20Br2F3NO2S in total (wB97M-V/def2-TZVPD, the OMol25 dataset).

Geometry as XYZ:
```
56
Properties=species:S:1:pos:R:3:forces:R:3:nbo_charge:R:1
Br -3.958791 0.726335 1.415183 0.067 0.173 -0.244 0.00
Br -0.718368 2.765726 0.852042 0.045 -0.232 0.038 0.04
S -2.023103 -5.946624 -0.327944 0.193 -0.111 0.161 0.10
F -1.425143 0.220277 0.200045 0.254 -0.125 0.021 -0.34
F -3.886093 1.416115 -1.190131 -0.151 0.040 -0.251 -0.32
F -3.466874 3.035965 0.185705 -0.132 0.256 -0.505 -0.32
O 2.640519 -3.511365 0.337548 0.037 -0.144 0.069 -0.48
O -0.569047 -0.977663 -2.962223 -0.070 0.206 -0.023 -0.53
N 0.540155 -4.926541 -0.594206 -0.716 0.625 0.002 -0.47
C 1.037431 -0.690825 -1.230462 0.195 0.205 0.342 -0.07
C 4.080827 -0.227588 -2.912452 0.217 0.191 -0.282 -0.23
C 1.822679 -2.873430 -0.277675 0.441 0.181 0.241 0.51
C 0.061644 -1.464507 -2.045429 -0.130 -0.231 -0.329 0.51
C -1.310639 1.597185 -1.722012 0.292 0.621 -0.009 -0.47
C 4.644920 0.909746 -4.959093 -0.010 0.005 -0.019 -0.23
C 2.943371 0.665476 0.324258 -0.581 0.164 -0.379 -0.18
C -3.226803 1.755859 -0.086095 0.582 -0.610 1.204 0.62
C -5.301297 0.190621 4.695497 0.007 -0.002 0.028 -0.22
C -1.664816 1.473493 -0.255947 -0.954 0.386 -0.294 0.28
C -3.755616 0.853422 6.412362 -0.006 -0.002 0.007 -0.21
C 5.397392 -0.651181 -2.792738 -0.021 -0.064 0.074 -0.20
C 6.335142 -0.299937 -3.753792 -0.004 -0.002 -0.011 -0.22
C 0.182266 1.585848 -2.101956 0.154 -0.544 0.044 -0.44
C -4.810451 1.336173 7.174623 0.003 -0.001 -0.004 -0.21
C 3.708099 0.552566 -3.999607 -0.044 -0.001 0.024 -0.15
C -6.110431 1.246388 6.696753 -0.002 0.010 0.002 -0.22
C -6.355856 0.677023 5.455054 -0.006 -0.004 -0.002 -0.20
C 1.912759 -1.391137 -0.383929 -0.476 0.111 -0.283 -0.13
C -0.145605 -2.901827 -1.759895 0.242 0.301 0.272 -0.26
C 2.843560 -0.710856 0.378911 0.573 -0.025 0.611 -0.16
C 1.108240 0.709094 -1.271558 -0.143 0.419 -0.056 0.02
C 0.667976 -3.546994 -0.929602 0.220 -0.731 0.255 0.11
C 5.959724 0.482760 -4.836778 0.004 -0.005 0.008 -0.21
C -4.001313 0.277348 5.173980 0.009 -0.010 -0.013 -0.21
C 2.073673 1.361139 -0.497037 -0.032 -0.291 -0.094 -0.17
C -0.575606 -5.385464 -0.443056 0.121 -0.115 -0.355 0.25
H 5.692900 -1.259538 -1.946541 -0.003 0.001 0.001 0.21
H -5.495545 -0.258030 3.729532 -0.026 -0.026 0.011 0.21
H 0.572503 2.600518 -2.093352 0.018 0.058 0.152 0.22
H 4.350512 1.521560 -5.802269 -0.002 -0.007 -0.005 0.21
H 3.506758 -1.228676 1.058062 -0.101 -0.372 -0.132 0.24
H 2.681126 0.884587 -4.097769 0.000 0.001 0.003 0.20
H 3.641293 1.227774 0.925093 0.190 -0.180 0.084 0.23
H -6.933013 1.621053 7.292239 -0.001 0.008 -0.003 0.21
H -7.368878 0.612157 5.079357 -0.002 -0.008 0.003 0.21
H 3.352037 -0.477177 -2.162886 0.009 -0.115 0.028 0.20
H -1.870627 0.848791 -2.271718 0.070 -0.233 0.080 0.26
H 2.144132 2.438819 -0.520417 -0.132 0.078 -0.118 0.22
H -4.619054 1.782845 8.141838 0.000 0.001 0.001 0.21
H 7.359284 -0.637285 -3.658984 0.003 0.005 0.006 0.21
H -2.741563 0.925624 6.783952 0.001 -0.006 0.002 0.21
H 6.691435 0.759507 -5.584852 0.000 0.000 -0.002 0.21
H -0.971665 -3.380064 -2.264744 -0.035 -0.021 -0.098 0.24
H -1.709494 2.565384 -2.031303 -0.057 0.012 -0.104 0.24
H 0.242434 1.222690 -3.124711 -0.118 0.145 -0.156 0.26
H -3.179104 -0.103180 4.581107 0.004 0.012 -0.004 0.21
```
Forces are in eV/Å.

Computed properties:
* LUMO energy: -1.46 eV
* gap between HOMO and LUMO: 7.92 eV
* E: -7091.9025 hartree

***

no.,E_HOMO (eV)
1,-4.4902
2,-9.3873